#a
Below is a cluster of 3 separate species, C5H10 in total, with properties calculated with wB97M-V/def2-TZVPD.

CARTESIAN COORDINATES (ANGSTROEM)
1 C 1.684 0.442 -0.173
2 C 1.478 0.242 -1.430
3 C 1.445 -0.989 -0.571
4 H 2.051 1.095 0.601
5 H 1.523 0.595 -2.444
6 H 0.488 -1.481 -0.364
7 H 2.305 -1.664 -0.602
8 H -1.453 0.227 -1.285
9 H -1.081 0.289 -1.924
10 C -1.944 -0.094 1.118
11 C -0.861 0.514 1.592
12 H -1.955 -1.158 0.880
13 H -2.877 0.447 0.984
14 H -0.864 1.572 1.853
15 H 0.060 -0.036 1.766

Output
- lowest unoccupied orbital energy (hartree) = 0.05031
- SMILES string = C1=CC1.[H][H].C=C
- highest occupied orbital energy (eV) = -9.43

---

#b
Below is the molecule C5H10, with properties calculated with wB97M-V/def2-TZVPD.

CARTESIAN COORDINATES (ANGSTROEM)
1 C 1.901 0.247 0.027
2 C 0.770 -0.768 0.200
3 C -0.530 -0.367 -0.484
4 C -1.159 0.972 -0.220
5 C -1.809 -0.277 0.300
6 H 1.675 1.178 0.558
7 H 2.849 -0.133 0.424
8 H 2.056 0.494 -1.029
9 H 1.084 -1.740 -0.198
10 H 0.588 -0.927 1.270
11 H -0.633 -0.730 -1.507
12 H -1.629 1.486 -1.053
13 H -0.678 1.634 0.497
14 H -1.746 -0.463 1.370
15 H -2.739 -0.606 -0.155

Output
- lowest unoccupied orbital energy (hartree) = 0.04822
- SMILES string = CCC1CC1
- highest occupied orbital energy (eV) = -10.18

---

#c
Below is the molecule C5H10, with properties calculated with wB97M-V/def2-TZVPD.

CARTESIAN COORDINATES (ANGSTROEM)
1 C -2.460 -0.633 0.516
2 C -0.953 -0.645 0.733
3 C -0.121 0.074 0.014
4 C 1.345 0.065 0.190
5 C 1.998 0.803 -0.959
6 H -3.067 -1.487 0.997
7 H -2.869 0.399 0.776
8 H -2.597 -0.788 -0.609
9 H -0.549 -1.290 1.543
10 H -0.563 0.751 -0.723
11 H 1.641 -0.993 0.292
12 H 1.655 0.649 1.107
13 H 3.111 0.703 -1.085
14 H 1.603 0.506 -1.986
15 H 1.826 1.887 -0.806

Output
- lowest unoccupied orbital energy (hartree) = 0.04642
- SMILES string = C/C=C/CC
- highest occupied orbital energy (eV) = -9.08

---

#d
Below is a structure of composition C5H10, with properties calculated with wB97M-V/def2-TZVPD.

CARTESIAN COORDINATES (ANGSTROEM)
1 C 1.792 -0.069 0.139
2 C 0.395 -0.139 -0.112
3 C -0.720 -0.917 0.549
4 C -1.693 -0.181 -0.415
5 C -0.543 0.742 -0.905
6 H 2.215 0.970 1.392
7 H 2.271 -0.898 0.651
8 H 2.415 0.492 -0.551
9 H 1.097 0.635 0.864
10 H -0.691 -2.010 0.455
11 H -0.899 -0.679 1.610
12 H -2.535 0.327 0.063
13 H -2.077 -0.832 -1.204
14 H -0.636 1.779 -0.545
15 H -0.392 0.782 -1.992

Output
- lowest unoccupied orbital energy (hartree) = 0.03244
- highest occupied orbital energy (eV) = -6.79

---

Top of the stability list: #b, leading by 6.1 kcal/mol.

---

#a
Below is a cluster of 2 separate species, C5H10 in total, with properties calculated with wB97M-V/def2-TZVPD.

CARTESIAN COORDINATES (ANGSTROEM)
1 C 1.297 0.365 -1.285
2 C 1.610 0.077 -0.024
3 C 1.038 0.770 1.178
4 H 0.576 1.145 -1.522
5 H 1.748 -0.159 -2.123
6 H 2.339 -0.710 0.173
7 H 1.798 1.392 1.667
8 H 0.687 0.046 1.924
9 H 0.190 1.405 0.904
10 C -2.073 -0.346 -0.660
11 C -1.695 -1.100 0.364
12 H -2.982 0.251 -0.633
13 H -1.478 -0.293 -1.569
14 H -0.778 -1.683 0.325
15 H -2.276 -1.160 1.281

Output
- lowest unoccupied orbital energy (hartree) = 0.04722
- SMILES string = C=CC.C=C
- highest occupied orbital energy (eV) = -9.60

---

#b
Below is the molecule C5H10, with properties calculated with wB97M-V/def2-TZVPD.

CARTESIAN COORDINATES (ANGSTROEM)
1 C 2.506 -0.211 -0.026
2 C 1.220 0.383 -0.291
3 C 0.096 -0.027 0.388
4 C -1.316 0.646 0.099
5 C -2.319 -0.398 -0.202
6 H 2.848 -0.839 -0.972
7 H 3.402 0.529 0.256
8 H 2.563 -0.938 0.732
9 H 1.183 1.053 -0.837
10 H 0.339 -0.493 1.177
11 H -1.365 1.251 1.089
12 H -1.117 1.260 -0.693
13 H -3.512 -0.011 -0.271
14 H -2.053 -1.122 -1.133
15 H -2.476 -1.084 0.683

Output
- lowest unoccupied orbital energy (hartree) = 0.04312
- SMILES string = C/C=C/CC
- highest occupied orbital energy (eV) = -8.89

---

#c
Below is the molecule C5H10, with properties calculated with wB97M-V/def2-TZVPD.

CARTESIAN COORDINATES (ANGSTROEM)
1 C 1.730 -0.302 0.454
2 C -0.366 -0.174 -1.099
3 C -1.567 -0.947 -0.762
4 C 0.487 0.516 0.855
5 C -0.337 1.085 -0.339
6 H 2.434 0.340 -0.085
7 H 2.183 -0.622 1.391
8 H 1.578 -1.187 -0.176
9 H -1.451 -2.028 -0.845
10 H -2.151 -0.672 0.134
11 H -2.151 -0.631 -1.648
12 H -0.159 -0.082 1.510
13 H 0.859 1.348 1.455
14 H -1.316 1.476 -0.008
15 H 0.226 1.879 -0.839

Output
- lowest unoccupied orbital energy (hartree) = 0.02542
- highest occupied orbital energy (eV) = -7.98

---

Top of the stability list: #a, leading by 47.7 kcal/mol.

---

#a
Below is the molecule C5H10, with properties calculated with wB97M-V/def2-TZVPD.

CARTESIAN COORDINATES (ANGSTROEM)
1 C -0.476 1.632 -0.912
2 C -0.015 0.722 -0.061
3 C 1.399 0.827 0.498
4 C -0.809 -0.459 0.424
5 C -0.413 -1.859 -0.162
6 H -1.504 1.572 -1.296
7 H 0.036 2.550 -1.154
8 H 1.811 1.812 0.202
9 H 1.432 0.696 1.574
10 H 2.083 0.057 0.042
11 H -1.876 -0.272 0.230
12 H -0.668 -0.537 1.497
13 H -1.014 -2.645 0.306
14 H 0.610 -2.120 0.092
15 H -0.599 -1.977 -1.282

Output
- lowest unoccupied orbital energy (hartree) = 0.04108
- SMILES string = C=C(C)CC
- highest occupied orbital energy (eV) = -9.30

---

#b
Below is a cluster of 2 separate species, C5H10 in total, with properties calculated with wB97M-V/def2-TZVPD.

CARTESIAN COORDINATES (ANGSTROEM)
1 C 0.222 -0.662 1.005
2 C -0.137 -0.672 -0.444
3 C -1.249 -0.002 -0.986
4 C -1.448 -0.400 -2.378
5 C -2.130 0.733 -0.222
6 H 0.529 0.325 1.346
7 H -0.713 -0.881 1.522
8 H 0.963 -1.399 1.300
9 H 0.441 -1.257 -1.144
10 H 5.781 1.724 2.883
11 H -1.794 -1.398 -2.614
12 H -0.631 -0.072 -3.018
13 H 5.298 2.248 2.670
14 H -2.943 1.206 -0.753
15 H -2.188 0.509 0.833

Output
- lowest unoccupied orbital energy (hartree) = -0.04918
- highest occupied orbital energy (eV) = -6.84

---

#c
Below is the molecule C5H10, with properties calculated with wB97M-V/def2-TZVPD.

CARTESIAN COORDINATES (ANGSTROEM)
1 C 2.615 0.257 0.047
2 C 1.284 -0.459 0.215
3 C 0.102 0.024 -0.370
4 C -1.254 -0.621 -0.257
5 C -2.333 0.361 0.234
6 H 3.069 -0.489 -0.525
7 H 2.417 1.244 -0.756
8 H 3.113 0.389 1.059
9 H 1.338 -1.277 0.653
10 H 0.032 0.912 -0.831
11 H -1.415 -1.164 -1.114
12 H -1.331 -1.369 0.603
13 H -2.017 0.893 1.110
14 H -3.312 -0.042 0.266
15 H -2.309 1.341 -0.333

Output
- lowest unoccupied orbital energy (hartree) = 0.04512
- SMILES string = C/C=C/CC
- highest occupied orbital energy (eV) = -8.87

---

#d
Below is the molecule C5H10, with properties calculated with wB97M-V/def2-TZVPD.

CARTESIAN COORDINATES (ANGSTROEM)
1 C -0.591 -0.637 -0.892
2 C -1.280 0.168 0.208
3 C -0.094 0.886 0.898
4 C 1.174 0.464 0.194
5 C 0.815 -0.858 -0.464
6 H -0.603 -0.045 -1.819
7 H -1.105 -1.581 -1.068
8 H -1.774 -0.486 0.929
9 H -2.035 0.865 -0.204
10 H -0.228 1.966 0.931
11 H -0.097 0.504 1.935
12 H 1.960 0.337 0.943
13 H 1.466 1.202 -0.595
14 H 0.894 -1.650 0.314
15 H 1.499 -1.134 -1.308

Output
- lowest unoccupied orbital energy (hartree) = 0.04529
- SMILES string = C1CCCC1
- highest occupied orbital energy (eV) = -10.99

---

Top of the stability list: #d, leading by 13.5 kcal/mol.

---

#a
Below is a cluster of 2 separate species, C7H17NO in total, with properties calculated with wB97M-V/def2-TZVPD.

CARTESIAN COORDINATES (ANGSTROEM)
1 C -0.371 2.655 -2.365
2 C -0.525 1.257 -2.137
3 N 0.379 0.808 -1.135
4 C 1.769 1.584 -0.980
5 C 0.529 -0.393 -0.640
6 C -0.081 -1.734 -1.117
7 O 1.365 -0.478 0.262
8 H 0.500 3.114 -2.517
9 H -0.476 3.429 -1.525
10 H -1.293 2.962 -2.980
11 H -1.361 0.555 -2.002
12 H -0.338 0.651 -3.186
13 H 2.441 1.210 -1.676
14 H 1.842 2.670 -1.193
15 H 1.903 1.501 0.137
16 H -1.132 -1.580 -1.289
17 H 0.493 -2.024 -1.997
18 H 0.121 -2.498 -0.474
19 C -1.183 -1.196 3.691
20 C -0.364 -2.249 2.955
21 H -0.454 -0.540 4.303
22 H -1.576 -0.449 3.063
23 H -1.899 -1.659 4.349
24 H -0.327 -3.084 3.697
25 H 0.666 -1.829 2.796
26 H -0.631 -2.683 1.961

Output
- lowest unoccupied orbital energy (hartree) = 0.02912
- SMILES string = CCN(C)C(C)=O.CC
- highest occupied orbital energy (eV) = -8.87

---

#b
Below is a cluster of 2 separate species, C7H17NO in total, with properties calculated with wB97M-V/def2-TZVPD.

CARTESIAN COORDINATES (ANGSTROEM)
1 C -0.149 1.220 -0.923
2 C -1.007 0.249 -1.566
3 N -1.234 -0.881 -0.590
4 C -0.041 -1.770 -0.499
5 C -2.216 -0.792 0.464
6 C -3.490 0.297 0.545
7 O -2.044 -1.709 1.345
8 H 0.189 2.137 -1.217
9 H 0.658 0.706 -0.535
10 H -0.763 1.653 0.052
11 H -2.070 0.604 -1.828
12 H -0.687 0.031 -2.771
13 H -0.291 -2.764 -0.142
14 H 0.571 -1.802 -1.535
15 H 0.827 -1.378 0.055
16 H -3.340 1.222 0.996
17 H -3.845 0.376 -0.498
18 H -4.420 -0.260 0.922
19 C 3.117 0.905 0.408
20 C 2.685 -0.134 1.480
21 H 4.159 0.662 0.073
22 H 2.357 1.044 -0.439
23 H 3.111 1.876 0.813
24 H 1.699 -0.038 1.868
25 H 3.354 -0.129 2.376
26 H 2.870 -1.323 1.146

Output
- lowest unoccupied orbital energy (hartree) = 0.03185
- SMILES string = CCN(C)C(C)=O.CC
- highest occupied orbital energy (eV) = -9.09

---

Top of the stability list: #b, leading by 5.6 kcal/mol.

---

#a
Below is the ion C21H28ClN2O3 with charge +1, with properties calculated with wB97M-V/def2-TZVPD.

CARTESIAN COORDINATES (ANGSTROEM)
1 C -5.602 -1.240 -1.671
2 C -4.747 -0.429 -0.715
3 N -4.118 -1.321 0.288
4 C -3.136 -0.648 1.181
5 C -1.952 -0.158 0.393
6 C -1.528 1.167 0.515
7 C -0.415 1.643 -0.159
8 O 0.075 2.888 -0.077
9 C -0.539 3.835 0.786
10 C 0.257 5.126 0.689
11 C 0.288 0.768 -1.029
12 O 1.329 1.314 -1.684
13 C 1.964 0.557 -2.701
14 C 2.819 -0.586 -2.124
15 O 2.542 -1.752 -2.313
16 N 3.865 -0.153 -1.410
17 C 4.753 -1.047 -0.703
18 C 4.576 -0.925 0.816
19 C 3.173 -1.264 1.238
20 C 2.310 -0.281 1.704
21 C 1.032 -0.606 2.124
22 C 0.596 -1.917 2.065
23 C 1.439 -2.900 1.574
24 C 2.719 -2.575 1.167
25 C -0.129 -0.546 -1.154
26 C -1.227 -0.998 -0.437
27 Cl -1.647 -2.689 -0.616
28 H -6.050 -0.581 -2.409
29 H -5.001 -1.975 -2.200
30 H -6.406 -1.750 -1.147
31 H -5.350 0.316 -0.193
32 H -3.945 0.080 -1.252
33 H -3.549 -2.055 -0.209
34 H -4.848 -1.784 0.836
35 H -3.622 0.185 1.693
36 H -2.809 -1.378 1.926
37 H -2.081 1.823 1.168
38 H -1.578 4.005 0.474
39 H -0.533 3.458 1.817
40 H 0.259 5.484 -0.336
41 H -0.186 5.881 1.330
42 H 1.284 4.954 0.998
43 H 2.600 1.268 -3.233
44 H 1.229 0.140 -3.398
45 H 3.972 0.837 -1.249
46 H 5.786 -0.817 -0.978
47 H 4.508 -2.056 -1.038
48 H 5.279 -1.609 1.295
49 H 4.823 0.092 1.129
50 H 2.644 0.745 1.759
51 H 0.380 0.165 2.510
52 H -0.393 -2.177 2.416
53 H 1.104 -3.926 1.525
54 H 3.378 -3.350 0.803
55 H 0.409 -1.239 -1.780

Output
- net charge = +1
- lowest unoccupied orbital energy (hartree) = -0.09737
- SMILES string = CC[NH2+]Cc1cc(OCC)c(OCC(=O)NCCc2ccccc2)cc1Cl
- highest occupied orbital energy (eV) = -11.14

---

#b
Below is the ion C21H28ClN2O3 with charge +1, with properties calculated with wB97M-V/def2-TZVPD.

CARTESIAN COORDINATES (ANGSTROEM)
1 C -0.612 -2.973 -2.917
2 C 0.118 -2.704 -1.615
3 N -0.327 -3.626 -0.533
4 C -1.728 -3.418 -0.055
5 C -1.857 -2.002 0.425
6 C -2.749 -1.119 -0.157
7 C -2.765 0.245 0.135
8 O -3.694 0.936 -0.542
9 C -4.012 2.298 -0.270
10 C -4.691 2.479 1.080
11 C -1.774 0.738 1.013
12 O -1.637 2.084 1.190
13 C -0.328 2.605 1.214
14 C 0.494 2.143 -0.003
15 O 0.242 1.119 -0.607
16 N 1.490 2.980 -0.328
17 C 2.458 2.665 -1.357
18 C 3.777 2.163 -0.752
19 C 3.550 0.909 0.043
20 C 3.322 0.968 1.411
21 C 3.113 -0.188 2.143
22 C 3.128 -1.420 1.513
23 C 3.328 -1.485 0.144
24 C 3.534 -0.329 -0.586
25 C -0.962 -0.163 1.694
26 C -1.001 -1.510 1.404
27 Cl 0.087 -2.588 2.248
28 H -0.517 -4.015 -3.217
29 H -1.664 -2.715 -2.847
30 H -0.178 -2.359 -3.699
31 H -0.049 -1.677 -1.282
32 H 1.190 -2.852 -1.749
33 H 0.253 -3.457 0.319
34 H -0.207 -4.594 -0.847
35 H -2.430 -3.614 -0.864
36 H -1.909 -4.126 0.758
37 H -3.452 -1.464 -0.898
38 H -3.125 2.929 -0.351
39 H -4.705 2.555 -1.076
40 H -4.002 2.259 1.892
41 H -5.026 3.507 1.178
42 H -5.552 1.820 1.158
43 H 0.212 2.324 2.129
44 H -0.458 3.690 1.206
45 H 1.681 3.784 0.249
46 H 2.635 3.558 -1.961
47 H 2.011 1.888 -1.980
48 H 4.476 1.971 -1.567
49 H 4.200 2.941 -0.113
50 H 3.334 1.924 1.916
51 H 2.959 -0.129 3.211
52 H 3.003 -2.325 2.088
53 H 3.355 -2.446 -0.351
54 H 3.705 -0.387 -1.651
55 H -0.246 0.204 2.412

Output
- net charge = +1
- lowest unoccupied orbital energy (hartree) = -0.09163
- SMILES string = CC[NH2+]Cc1cc(OCC)c(OCC(=O)NCCc2ccccc2)cc1Cl
- highest occupied orbital energy (eV) = -10.91

---

Top of the stability list: #a, leading by 5.9 kcal/mol.

---

#a
Below is a structure of composition C3H17N2O3, with properties calculated with wB97M-V/def2-TZVPD.

CARTESIAN COORDINATES (ANGSTROEM)
1 C 0.696 -0.777 2.752
2 N 1.705 0.180 2.361
3 C 0.239 -1.581 1.591
4 N 0.643 -0.894 -1.454
5 C -0.537 -0.965 -2.456
6 H 1.179 -1.350 3.565
7 H -0.161 -0.290 3.234
8 H 1.401 0.844 1.662
9 H 2.187 0.614 3.138
10 H 1.125 -1.968 1.098
11 H -0.445 -2.317 1.946
12 H 1.465 -1.289 -1.879
13 H -0.395 -0.963 0.885
14 H -1.440 -0.840 -1.902
15 H -0.311 -0.041 -3.043
16 H -0.411 -1.905 -2.998
17 H 0.857 0.052 -1.079
18 H -2.073 1.818 0.316
19 O -1.435 1.269 -0.128
20 H 1.459 2.255 -0.268
21 H -0.195 1.486 -0.023
22 O 0.972 1.458 0.041
23 H -2.801 1.896 -2.956
24 H -1.833 1.506 -1.726
25 O -1.893 1.803 -2.675

Output
- net charge = +1
- lowest unoccupied orbital energy (hartree) = -0.35990
- highest occupied orbital energy (eV) = -13.43

---

#b
Below is a cluster of 4 separate species, C3H17N2O3 in total, with properties calculated with wB97M-V/def2-TZVPD.

CARTESIAN COORDINATES (ANGSTROEM)
1 C -1.062 1.606 0.136
2 C 0.168 1.817 -0.735
3 C 1.387 2.058 0.182
4 N 1.845 0.745 0.788
5 N -0.984 0.325 1.047
6 H -2.097 1.697 -0.192
7 H -1.108 2.428 0.862
8 H 0.312 0.919 -1.369
9 H 0.117 2.725 -1.384
10 H 2.218 2.594 -0.304
11 H 0.974 2.552 1.074
12 H 2.492 0.266 0.188
13 H -1.757 -0.344 0.946
14 H 2.223 0.869 1.724
15 H -1.011 0.632 2.024
16 H -0.060 -0.211 1.045
17 H -0.241 -2.495 -0.478
18 H -0.697 -4.040 -0.644
19 O -0.818 -3.205 -0.192
20 H -2.734 -2.294 0.061
21 H -3.032 -2.017 1.478
22 O -2.821 -1.534 0.651
23 H 2.441 -1.141 -2.791
24 H 2.417 -2.328 -1.901
25 O 1.828 -1.623 -2.213

Output
- net charge = +1
- lowest unoccupied orbital energy (hartree) = -0.09997
- highest occupied orbital energy (eV) = -13.40

---

#c
Below is a cluster of 4 separate species, C3H17N2O3 in total, with properties calculated with wB97M-V/def2-TZVPD.

CARTESIAN COORDINATES (ANGSTROEM)
1 N -2.248 0.800 0.397
2 C -1.156 -0.238 0.575
3 C -0.336 -0.424 -0.651
4 N -0.184 0.969 -1.178
5 C 1.031 1.753 -0.828
6 H -1.681 1.489 -0.331
7 H -3.102 0.227 0.106
8 H -2.418 1.392 1.199
9 H -0.468 0.131 1.426
10 H -1.538 -1.164 1.018
11 H 0.660 -0.978 -0.481
12 H -0.983 -0.965 -1.312
13 H -0.190 0.852 -2.211
14 H 1.143 1.757 0.330
15 H 0.929 2.780 -1.191
16 H 1.879 1.336 -1.195
17 H 2.914 -2.295 2.798
18 H 1.730 -3.221 2.354
19 O 2.023 -2.310 2.389
20 H 0.502 -0.335 -4.182
21 H -0.939 -0.712 -3.891
22 O -0.274 -0.029 -3.757
23 H 0.771 0.142 3.599
24 H 1.287 -0.692 2.539
25 O 0.663 0.006 2.657

Output
- net charge = +1
- lowest unoccupied orbital energy (hartree) = -0.09931
- highest occupied orbital energy (eV) = -13.08

---

Top of the stability list: #b, leading by 20.4 kcal/mol.